Below is 28 unconnected molecules or ions with the total composition C11H78NO27, with properties calculated with wB97M-V/def2-TZVPD.

Summary:
Electronic energy ... -69429.8473 eV
Total charge ... +1
Largest force on an atom ... 0.18371 Eh/bohr
Spin multiplicity ... 1

Structure (XYZ):
```
117
Properties=species:S:1:pos:R:3:forces:R:3:mulliken_charge:R:1
C -15.0047 25.7641 53.5736 -1.028 1.773 0.960 -0.878
C -15.3532 25.4232 52.0798 1.037 2.213 -1.759 2.434
C -16.1499 24.1577 51.9234 -1.986 2.750 4.725 -1.565
C -17.6772 24.3918 52.3307 2.574 -5.689 0.223 -2.983
N -18.6175 23.1404 52.0608 4.081 -0.291 -1.028 0.792
C -18.5635 22.9090 50.5745 -1.487 -4.037 -0.973 -0.519
C -19.9749 22.2616 50.2506 0.176 -1.138 -1.737 -0.130
C -20.9240 22.3972 51.4657 -0.211 0.854 0.817 -0.259
C -20.0222 23.2909 52.4526 -0.116 -3.171 -4.968 -2.168
C -18.0464 21.8979 52.6396 0.964 -0.789 0.068 -1.367
C -17.8058 22.0750 54.1641 4.300 -1.606 -3.763 -0.238
C -17.2506 20.7925 54.7193 0.170 -2.768 -0.288 -0.598
H -14.6054 26.8671 53.5221 -0.762 -2.047 0.622 0.202
H -14.2614 25.1152 54.1478 -0.510 0.573 -1.518 0.188
H -15.9185 25.7051 54.3255 1.444 0.523 -1.760 -0.002
H -14.3479 25.5741 51.4756 -1.800 -1.507 1.264 -1.599
H -15.9293 26.1887 51.4152 0.542 -0.344 2.221 -0.576
H -15.7204 23.5158 52.5854 1.089 -2.509 1.736 0.469
H -16.1503 23.7773 51.0355 0.267 -2.135 -5.530 1.510
H -17.9467 25.0505 51.6855 -2.531 4.651 -3.643 1.806
H -17.8863 24.5666 53.2992 -0.215 1.327 3.230 1.199
H -17.7279 22.2608 50.0260 -1.384 0.590 2.410 -0.261
H -18.2748 23.7765 50.1662 -0.298 3.750 -1.849 0.808
H -19.8412 21.1560 50.1578 0.321 0.751 -0.272 0.042
H -20.3678 22.5634 49.1974 0.474 -0.125 2.099 0.322
H -21.0576 21.4401 52.1083 -0.265 1.198 -1.849 0.309
H -21.9610 22.9173 51.1420 2.507 -1.229 1.274 -0.071
H -20.3663 23.1187 53.3553 -0.321 -0.936 4.999 0.972
H -20.2756 24.1875 52.1940 -1.244 5.777 -1.179 1.076
H -17.2488 21.3772 52.0365 -0.021 1.553 0.615 0.211
H -18.8481 21.2659 52.3385 -0.830 -1.462 1.002 1.220
H -18.7633 22.1403 54.4047 -3.800 1.541 2.613 0.742
H -17.0251 22.8529 54.2684 -1.277 0.117 0.512 -0.126
H -16.1295 20.7273 54.7906 -1.021 0.135 -0.516 0.488
H -17.6562 19.8369 54.0850 0.943 2.234 1.632 -0.280
H -17.5714 20.6921 55.7626 -0.078 -0.227 -0.223 -0.076
O -17.0119 23.5353 57.4084 4.260 0.934 -2.826 -0.671
H -16.9597 22.7172 57.8428 -1.276 -2.209 1.818 0.275
H -16.0480 23.3814 56.9847 -3.084 1.334 0.903 0.322
O -21.5050 22.5937 56.0773 -3.018 2.128 -4.010 -0.565
H -22.4672 22.3841 55.8287 1.990 0.949 0.093 0.309
H -21.4324 21.9966 56.7345 1.073 -3.070 3.834 0.262
O -14.6748 18.5349 53.5668 1.124 -0.539 -0.868 -0.625
H -15.6154 18.5470 53.6798 -0.785 0.070 0.260 0.366
H -14.5827 17.7714 52.9585 0.230 0.711 0.553 0.287
O -15.1436 19.3418 57.6251 1.432 2.606 -0.612 -0.604
H -14.9065 18.8967 58.3931 1.290 -0.965 2.413 0.335
H -15.8422 18.8216 57.3384 -2.320 -1.153 -1.530 0.350
O -11.9726 26.2460 51.8831 -1.349 -1.657 3.454 -0.545
H -11.0728 26.3447 51.6779 2.024 0.543 -0.979 0.240
H -11.8813 25.7605 52.8013 -0.705 0.913 -2.468 0.283
O -24.5880 22.5429 51.3294 -2.554 -3.883 0.229 -0.625
H -24.9842 21.7455 50.8292 1.496 1.927 -0.653 0.312
H -25.1085 22.1470 52.0815 0.987 1.759 0.448 0.296
O -15.2839 20.6958 49.9731 0.399 -1.272 2.131 -0.752
H -15.6890 20.9806 49.2081 -0.809 1.670 -3.181 0.300
H -15.9085 19.9745 50.1382 0.238 -0.404 0.989 0.205
O -11.4355 24.1365 53.7143 -2.091 2.123 3.889 -0.615
H -12.0142 23.4382 54.0342 -0.946 0.578 1.564 0.290
H -11.1812 23.5863 53.0780 3.105 -2.683 -5.343 0.281
O -11.7553 28.6402 53.9110 6.090 -2.407 -2.545 -0.600
H -12.4403 28.5398 54.4541 -4.707 -0.273 3.595 0.279
H -11.2028 27.7833 54.1481 -1.449 2.804 -0.932 0.315
O -17.0477 17.3301 53.7546 -1.574 0.163 1.361 -0.602
H -17.5138 17.5957 54.5991 0.629 0.348 -1.064 0.394
H -17.0125 16.3909 53.9235 0.324 -0.767 -0.467 0.226
O -17.9443 25.9099 48.7437 -1.720 -1.182 1.375 -0.566
H -18.0794 25.4064 47.9287 0.815 0.891 -0.216 0.299
H -17.2608 26.5593 48.8706 0.854 0.052 -1.155 0.318
O -23.4413 24.9975 50.7127 1.828 3.566 -6.516 -0.558
H -23.8978 24.2373 50.6508 -2.913 -4.309 -1.554 0.345
H -23.3733 24.9688 51.5681 1.136 0.924 8.133 0.251
O -17.5455 18.8982 50.2934 1.950 -2.718 6.794 -0.473
H -17.7660 19.2094 49.5079 -0.814 1.659 -5.639 0.316
H -17.1788 17.9848 50.3231 -0.573 1.154 -0.705 0.266
O -18.6234 28.2406 51.8559 1.369 -1.613 1.260 -0.672
H -17.8157 27.9512 51.4182 0.097 0.754 -1.660 0.319
H -18.1997 27.8969 52.6940 -1.728 1.055 0.090 0.419
O -13.0019 28.7328 51.1670 -0.596 -1.475 0.019 -0.684
H -12.6854 29.3089 51.8278 0.808 2.189 0.880 0.320
H -12.8934 27.9593 51.7539 0.007 -0.575 -0.889 0.410
O -15.3280 27.0702 48.8760 3.532 0.013 -1.580 -0.799
H -14.5982 27.2603 48.0600 -2.839 -1.072 3.797 0.336
H -14.8401 26.5717 49.6232 -0.476 0.776 -2.411 0.538
O -17.5598 26.1693 56.6502 -8.004 -2.573 -2.164 -0.542
H -17.5228 25.2995 57.0284 -0.583 -1.181 0.306 0.399
H -16.7830 26.4478 56.8281 8.469 3.801 1.751 0.186
O -18.2577 19.4370 47.7661 0.434 0.297 -0.095 -0.618
H -18.7751 18.9677 48.4052 -0.848 -0.753 0.220 0.236
H -18.9052 19.6178 47.0920 -0.184 0.346 -0.717 0.315
O -19.4144 24.8079 46.4478 -1.562 -2.522 2.514 -0.689
H -20.1527 24.4964 47.1226 2.185 1.449 -2.299 0.344
H -19.6330 25.6718 46.1426 -0.599 1.071 -0.143 0.334
O -17.3760 21.0324 58.5938 -3.467 0.424 0.049 -0.662
H -18.1041 20.4319 58.2427 2.217 1.022 0.618 0.247
H -16.4966 20.7385 58.4908 1.404 -1.617 -0.637 0.373
O -19.5962 18.1956 52.5145 1.771 -1.082 1.283 -0.633
H -19.7164 18.4955 51.6173 0.539 -0.100 -0.375 0.286
H -18.6660 17.7739 52.6501 -2.255 1.264 -0.769 0.341
O -15.8406 28.6997 51.1175 2.941 -0.808 -0.991 -0.647
H -14.8922 28.9036 51.4016 -1.618 0.181 0.177 0.374
H -15.4776 28.2336 50.2972 -1.510 0.852 0.678 0.413
O -22.1773 26.1370 53.6171 1.138 0.959 -0.504 -0.625
H -21.8106 26.4167 52.7367 -0.473 -0.169 1.214 0.335
H -21.7490 26.7576 54.2591 -0.610 -0.824 -0.880 0.265
O -18.4041 27.9639 54.5191 -2.906 0.407 1.097 -0.678
H -18.3801 27.1730 55.0736 0.563 -0.186 0.300 0.281
H -19.3653 28.2672 54.7302 2.587 -0.351 -0.866 0.308
O -13.5502 22.7229 50.5407 0.743 -1.612 2.601 -0.676
H -14.2782 22.0610 50.4865 0.447 0.366 -0.239 0.335
H -13.0516 22.3569 51.3564 -1.047 1.029 -2.130 0.314
O -12.9761 25.1481 49.4060 0.582 3.276 1.384 -0.675
H -13.1511 24.3181 49.7874 -0.513 -2.278 0.392 0.479
H -12.7973 25.6597 50.2698 0.081 -0.777 -2.007 0.192
O -17.1925 18.0223 56.4930 5.620 -1.145 -4.229 -0.690
H -17.8830 18.0153 57.0365 -4.388 -0.840 3.754 0.219
H -16.6133 17.1974 56.5053 -1.622 1.407 0.459 0.356
```
Positions in Å, forces in eV/Å.

---

Below is a molecular structure, C11H7AuN10S, with properties calculated with wB97M-V/def2-TZVPD.

Summary:
Electronic energy ... -40943.6545 eV
Total charge ... 0
Largest force on an atom ... 0.01522 Eh/bohr
Spin multiplicity ... 1

Structure (XYZ):
```
30
Properties=species:S:1:pos:R:3:forces:R:3:mulliken_charge:R:1
Au -0.3821 0.1523 0.2288 0.194 0.673 0.350 1.281
S -0.3523 -3.5929 -2.0807 -0.093 -0.101 -0.029 -0.175
C -1.9182 -3.4000 -1.4149 -0.015 0.010 0.012 -0.362
C -2.0618 -2.2644 -0.6694 0.082 0.033 -0.003 -0.608
C -0.8439 -1.5491 -0.6564 -0.032 -0.025 -0.057 0.096
C 0.1694 -2.1297 -1.3676 0.238 0.142 0.007 -0.278
C 1.4442 -1.4532 -1.3999 -0.238 0.003 0.089 1.271
C 2.6124 -1.8317 -2.0433 0.085 0.027 -0.016 -0.677
C 3.7257 -1.0195 -1.9349 -0.008 0.005 0.006 -0.286
C 3.6619 0.1541 -1.1907 0.033 -0.012 -0.020 -0.755
C 2.4764 0.4838 -0.5709 -0.066 -0.026 0.005 0.016
N 1.4041 -0.3050 -0.6794 0.068 -0.451 -0.269 -0.569
H -2.6715 -4.1480 -1.6094 0.029 0.017 0.001 0.458
H -2.9727 -1.9694 -0.1701 0.041 -0.011 -0.023 0.382
H 2.6371 -2.7486 -2.6161 -0.007 0.015 0.011 0.376
H 4.6468 -1.2980 -2.4299 -0.016 0.008 0.011 0.430
H 4.5152 0.8081 -1.0881 -0.008 -0.015 -0.006 0.405
H 2.3610 1.3820 0.0227 -0.011 -0.027 -0.011 0.380
N -1.9955 2.5547 2.2711 -0.158 0.118 0.136 -0.100
C -1.3174 1.5732 2.9247 0.037 -0.037 0.054 0.488
N -1.2775 1.4778 4.2369 0.062 -0.081 0.073 -0.450
N -0.4859 0.4111 4.4701 0.045 -0.051 -0.424 -0.469
N -0.0703 -0.1121 3.3672 -0.092 0.061 0.245 -0.501
N -0.5821 0.6106 2.3328 -0.068 -0.100 0.028 0.173
C -2.0352 2.7858 0.9314 -0.036 0.016 -0.077 0.487
N -2.6662 3.8097 0.3964 0.005 0.042 -0.116 -0.450
N -2.4296 3.6935 -0.9262 0.249 -0.343 0.077 -0.470
N -1.7000 2.6612 -1.1814 -0.225 0.176 0.005 -0.501
N -1.4181 2.0370 -0.0047 -0.087 -0.059 -0.056 0.177
H -2.4738 3.2266 2.8520 -0.006 -0.007 -0.002 0.230
```
Positions in Å, forces in eV/Å.

---

Below is a molecular structure, C11H7BrN2O3, with properties calculated with wB97M-V/def2-TZVPD.

Summary:
Electronic energy ... -90684.1642 eV
Total charge ... 0
Largest force on an atom ... 0.10406 Eh/bohr
Spin multiplicity ... 1

Structure (XYZ):
```
24
Properties=species:S:1:pos:R:3:forces:R:3:mulliken_charge:R:1
O -2.0078 -0.0317 -1.0651 0.497 0.317 1.965 -0.580
O -1.6734 0.3608 2.1504 0.781 0.191 -0.817 -0.556
Br 1.7900 1.9048 1.6266 -0.797 -0.400 -0.249 -0.045
N -1.8433 1.9785 -1.9453 -0.090 0.297 1.358 -0.518
O 0.1102 2.6691 -0.9146 -0.847 0.350 -0.652 -0.435
C -1.5486 1.0982 -0.9664 -1.532 -4.362 -1.952 0.423
C -0.5439 0.1187 1.7469 -1.344 -0.783 2.163 0.573
C -0.9015 2.8272 -1.8049 -1.131 1.953 -2.818 0.322
C 0.1742 1.1295 0.9522 -0.390 1.554 -3.418 -0.463
C -0.3713 1.5689 -0.2473 2.243 -0.982 4.757 0.848
C 1.4446 -3.3831 3.2819 0.456 -0.175 -0.230 -0.325
C 1.9081 -2.7958 2.1145 -0.559 0.806 -0.401 -0.663
C 0.3107 -2.8896 3.9056 -0.226 0.098 0.527 -0.500
C 1.2716 -1.6515 1.6087 -0.572 -0.110 1.203 -0.283
C -0.3440 -1.7751 3.3997 -0.213 0.286 -0.225 -0.339
C 0.1284 -1.1099 2.2533 1.370 -1.057 -0.348 0.443
N -1.0479 3.8634 -2.6500 3.017 1.805 -0.556 -0.415
H 2.0331 -4.1994 3.6947 -0.381 -0.021 0.044 0.364
H 2.7532 -3.2045 1.5768 0.097 0.038 0.145 0.379
H -0.0615 -3.3395 4.8364 0.217 0.158 -0.507 0.350
H 1.7055 -1.1312 0.7827 0.070 0.128 -0.596 0.432
H -1.2233 -1.4076 3.9237 0.146 0.077 -0.238 0.403
H -0.1600 4.3161 -2.9847 -1.622 -0.402 0.367 0.280
H -1.8046 3.6909 -3.3226 0.808 0.232 0.477 0.304
```
Positions in Å, forces in eV/Å.

---

Below is a molecular structure, C11H7CeNO5, with properties calculated with wB97M-V/def2-TZVPD.

Summary:
Electronic energy ... -36131.6524 eV
Total charge ... +3
Largest force on an atom ... 0.29232 Eh/bohr
Spin multiplicity ... 2

Structure (XYZ):
```
25
Properties=species:S:1:pos:R:3:forces:R:3:lowdin_spin:R:1
O -3.4141 -1.6811 -4.0139 3.533 1.269 3.459 0.005
C -2.6056 -1.3930 -3.2434 -5.021 -1.907 -4.990 0.006
Ce -0.8375 -0.7191 -1.6886 7.326 3.512 7.345 0.411
O 0.6900 0.4242 -4.2228 -3.373 -2.366 4.167 0.100
C -0.0294 -0.0535 -3.4206 6.308 5.122 -12.482 0.058
C -2.0591 -1.5860 -0.3268 -9.076 -6.106 9.403 0.053
O -2.7012 -2.0483 0.5334 2.945 2.044 -3.625 0.096
C -0.1630 -2.5693 -2.1591 4.978 -13.459 -3.653 0.056
O 0.4399 -3.5643 -2.3204 -2.691 4.882 0.920 0.093
C -1.9958 0.9550 -1.6450 -7.982 12.703 0.939 0.049
O -2.3929 2.0410 -1.3925 2.311 -5.852 -1.275 0.082
N 1.2927 -0.1095 -0.4545 -0.410 0.188 -0.207 -0.008
C 1.1249 0.4158 0.8741 -0.589 -1.432 -0.354 -0.005
C 1.5284 -0.3668 1.9678 0.959 0.060 1.188 -0.038
C 1.5440 0.1873 3.2686 0.098 -0.472 -0.859 0.036
C 0.9512 1.4727 3.4392 -0.181 0.536 0.051 -0.008
C 0.3235 2.1598 2.3651 -0.149 -0.353 -0.937 -0.020
C 0.3800 1.5583 1.0869 -0.885 2.049 0.424 0.032
H 1.7989 -0.9921 -0.4102 0.676 0.284 -0.321 0.000
H 1.5734 0.5133 -1.2463 0.647 -0.291 1.412 0.001
H 1.9253 -1.3520 1.7351 0.279 0.069 0.455 -0.001
H 2.0460 -0.3271 4.1357 -0.790 0.468 -1.110 0.001
H 0.9396 1.9507 4.4326 0.096 -0.356 -0.527 0.000
H -0.1927 3.1459 2.4960 0.528 -1.186 0.020 -0.001
H -0.1666 1.9382 0.2099 0.463 0.592 0.555 0.000
```
Positions in Å, forces in eV/Å.

---

What is the electronic energy in the third record? -90684.1642 eV

---

Copy entry 4 word for word.
Below is a molecular structure, C11H7CeNO5, with properties calculated with wB97M-V/def2-TZVPD.

Summary:
Electronic energy ... -36131.6524 eV
Total charge ... +3
Largest force on an atom ... 0.29232 Eh/bohr
Spin multiplicity ... 2

Structure (XYZ):
```
25
Properties=species:S:1:pos:R:3:forces:R:3:lowdin_spin:R:1
O -3.4141 -1.6811 -4.0139 3.533 1.269 3.459 0.005
C -2.6056 -1.3930 -3.2434 -5.021 -1.907 -4.990 0.006
Ce -0.8375 -0.7191 -1.6886 7.326 3.512 7.345 0.411
O 0.6900 0.4242 -4.2228 -3.373 -2.366 4.167 0.100
C -0.0294 -0.0535 -3.4206 6.308 5.122 -12.482 0.058
C -2.0591 -1.5860 -0.3268 -9.076 -6.106 9.403 0.053
O -2.7012 -2.0483 0.5334 2.945 2.044 -3.625 0.096
C -0.1630 -2.5693 -2.1591 4.978 -13.459 -3.653 0.056
O 0.4399 -3.5643 -2.3204 -2.691 4.882 0.920 0.093
C -1.9958 0.9550 -1.6450 -7.982 12.703 0.939 0.049
O -2.3929 2.0410 -1.3925 2.311 -5.852 -1.275 0.082
N 1.2927 -0.1095 -0.4545 -0.410 0.188 -0.207 -0.008
C 1.1249 0.4158 0.8741 -0.589 -1.432 -0.354 -0.005
C 1.5284 -0.3668 1.9678 0.959 0.060 1.188 -0.038
C 1.5440 0.1873 3.2686 0.098 -0.472 -0.859 0.036
C 0.9512 1.4727 3.4392 -0.181 0.536 0.051 -0.008
C 0.3235 2.1598 2.3651 -0.149 -0.353 -0.937 -0.020
C 0.3800 1.5583 1.0869 -0.885 2.049 0.424 0.032
H 1.7989 -0.9921 -0.4102 0.676 0.284 -0.321 0.000
H 1.5734 0.5133 -1.2463 0.647 -0.291 1.412 0.001
H 1.9253 -1.3520 1.7351 0.279 0.069 0.455 -0.001
H 2.0460 -0.3271 4.1357 -0.790 0.468 -1.110 0.001
H 0.9396 1.9507 4.4326 0.096 -0.356 -0.527 0.000
H -0.1927 3.1459 2.4960 0.528 -1.186 0.020 -0.001
H -0.1666 1.9382 0.2099 0.463 0.592 0.555 0.000
```
Positions in Å, forces in eV/Å.